(1)
Entry from OMol25: 2 unconnected molecules or ions with the total composition C3H6INO2 at a distorted geometry (ωB97M-V with the def2-TZVPD basis set).

Geometry as XYZ:
```
13
Properties=species:S:1:pos:R:3:mulliken_charge:R:1
C 1.19694 -1.28159 0.10829 -1.0898
C 0.46685 -0.20139 -0.62857 -0.2375
C -0.84127 0.19950 -0.11552 -0.4189
N -1.24869 1.46378 0.01226 0.9607
O -2.30237 1.67088 0.60876 -0.5710
O -0.52955 2.33052 -0.51831 -0.5953
I -2.38637 -1.22206 -0.00107 0.1824
H 1.76050 -0.94493 0.92021 0.3740
H 1.74911 -1.77159 -0.63068 0.3189
H 0.52910 -1.93835 0.61069 0.3368
H 0.36109 -0.37528 -1.78296 0.3438
H 1.02192 0.70836 -0.80261 0.3567
H 0.22273 1.36216 2.21951 0.0393
```

Computed properties:
largest force on an atom	3.8	eV/A
energy above the lowest of the compared OMol25 structures with the same formula, charge and spin	186.4	kcal/mol
HOMO level (spin up / spin down)	-10.0 / -9.3	eV
molecular weight	214.99	u
Kohn-Sham gap (spin up / spin down)	7.80 / 8.82	eV

***

(2)
Entry from OMol25: a single C3H6INOS molecule at a distorted geometry (ωB97M-V with the def2-TZVPD basis set).

Geometry as XYZ:
```
13
Properties=species:S:1:pos:R:3:mulliken_charge:R:1
C -1.33622 0.29589 0.64858 -0.6221
C 0.10080 0.76629 0.34631 -0.2028
C -0.58919 -0.19040 -0.64236 -0.0762
N 1.39461 -2.04541 -0.51037 -0.6188
O 1.12090 0.37367 1.13767 -0.5557
S -0.17655 -1.96060 -0.57156 0.1890
I -1.25070 -2.51760 -2.86749 -0.1134
H -1.73141 -0.45432 1.32452 0.2903
H -1.97138 1.08404 0.36289 0.2617
H 0.29243 1.77689 0.05749 0.3297
H 1.48295 -0.41183 0.66611 0.4533
H -0.99780 -0.08114 -1.70712 0.4016
H 1.68579 -2.95836 -0.14354 0.2634
```

Computed properties:
largest force on an atom	2.6	eV/A
energy above the lowest of the compared OMol25 structures with the same formula, charge and spin	68.8	kcal/mol
HOMO level (spin up / spin down)	-9.1 / -9.1	eV
molecular weight	231.06	u
Kohn-Sham gap (spin up / spin down)	7.89 / 7.89	eV

***

(3)
Entry from OMol25: a single C3H6INOS molecule at a distorted geometry (ωB97M-V with the def2-TZVPD basis set).

Geometry as XYZ:
```
13
Properties=species:S:1:pos:R:3:mulliken_charge:R:1
O -2.60512 -2.36191 -0.44097 -0.6051
S -1.95745 -1.15411 0.00306 0.6890
I -3.83545 0.42104 -0.00388 -0.0414
N -1.10816 -1.34843 1.23900 -0.3969
C 0.00180 -0.33602 1.37694 -0.3766
C 0.39559 0.03545 -0.11440 -0.4269
C -0.69725 -0.11167 -1.08950 -0.6432
H 0.81646 -0.85623 1.84951 0.2923
H -0.38014 0.54182 2.12356 0.2454
H 0.84771 1.07799 0.04008 0.2832
H 1.19296 -0.63427 -0.37903 0.2811
H -1.27166 0.68413 -1.39880 0.3927
H -0.41004 -0.41815 -2.13020 0.3064
```

Computed properties:
largest force on an atom	3.6	eV/A
energy above the lowest of the compared OMol25 structures with the same formula, charge and spin	66.0	kcal/mol
structure (SMILES)	O=[S@@]1(I)=NCCC1
HOMO level	-9.5	eV
molecular weight	231.06	u
Kohn-Sham gap	8.71	eV

***

(4)
Entry from OMol25: a single C3H6INS molecule at a distorted geometry (ωB97M-V with the def2-TZVPD basis set).

Geometry as XYZ:
```
12
Properties=species:S:1:pos:R:3:mulliken_charge:R:1
S 0.62420 -1.74409 -1.56278 -0.2104
C -0.11436 -0.14004 -0.98060 -0.0063
C -1.06291 -0.31090 0.23227 -0.3667
N -0.33955 0.77716 0.91396 -0.4153
I 0.25567 0.62602 2.89382 0.0956
C 0.69038 0.88899 -0.08707 -0.3732
H 1.03448 -2.07008 -0.33684 0.1103
H -0.51475 0.30685 -1.95729 0.2594
H -2.00082 0.21118 0.12448 0.2346
H -1.04600 -1.22204 0.88387 0.2431
H 1.72849 0.71582 0.31694 0.2268
H 0.74518 1.96113 -0.44076 0.2019
```

Computed properties:
largest force on an atom	1.8	eV/A
energy above the lowest of the compared OMol25 structures with the same formula, charge and spin	17.1	kcal/mol
structure (SMILES)	SC1CN(I)C1
HOMO level	-8.5	eV
molecular weight	215.06	u
Kohn-Sham gap	8.38	eV

***

(5)
Entry from OMol25: a single C3H6INS molecule at a distorted geometry (ωB97M-V with the def2-TZVPD basis set).

Geometry as XYZ:
```
12
Properties=species:S:1:pos:R:3:mulliken_charge:R:1
C -0.05490 -0.96868 -0.46602 -0.5838
C -1.25808 0.01090 -0.42720 -0.7680
C 0.94131 -0.49916 0.54703 -0.3505
N 0.11755 1.44059 0.85362 -0.5646
S -0.65080 1.66522 -0.59047 0.0288
I 2.88044 0.03694 -0.25554 0.0668
H -0.35721 -2.04550 -0.30754 0.3101
H 0.20316 -0.85009 -1.48862 0.3231
H -1.89135 -0.20799 -1.18584 0.4700
H -1.70488 0.02089 0.57046 0.3644
H 0.88187 -0.66699 1.65866 0.4288
H 0.89288 2.06385 1.09146 0.2749
```

Computed properties:
largest force on an atom	3.4	eV/A
energy above the lowest of the compared OMol25 structures with the same formula, charge and spin	33.2	kcal/mol
HOMO level	-7.6	eV
molecular weight	215.06	u
Kohn-Sham gap	7.87	eV

***

(6)
Entry from OMol25: a molecular structure, C3H6InO at a distorted geometry (ωB97M-V with the def2-TZVPD basis set).

Geometry as XYZ:
```
11
Properties=species:S:1:pos:R:3:mulliken_charge:R:1
In -3.58999 -1.49573 -1.42534 1.4158
C 0.08179 1.33606 -0.31048 -0.8070
C 0.05162 -0.15563 -0.27280 0.7945
O -0.73179 -0.82086 -0.97509 -0.0298
C 0.86852 -0.89966 0.76739 -0.7381
H 0.01245 1.68002 -1.34246 0.4128
H 0.90903 1.79995 0.22672 0.3702
H -0.80296 1.68335 0.22310 0.3990
H 0.83260 -0.36987 1.71930 0.4075
H 1.87047 -0.87266 0.33905 0.3622
H 0.49823 -1.88495 1.05057 0.4129
```

Computed properties:
largest force on an atom	6.8	eV/A
energy above the lowest of the compared OMol25 structures with the same formula, charge and spin	41.2	kcal/mol
net charge	+3
HOMO level	-25.5	eV
molecular weight	172.90	u
Kohn-Sham gap	4.27	eV

***

(7)
Entry from OMol25: a gas-phase ion, C3H6N (charge +1) at a distorted geometry (ωB97M-V with the def2-TZVPD basis set).

Geometry as XYZ:
```
10
Properties=species:S:1:pos:R:3:mulliken_charge:R:1
C 0.22961 0.42284 0.97767 -0.7580
N 0.21837 -0.53922 -0.12022 -0.0720
C -0.14656 -0.08526 -1.47329 -0.2223
C -1.02029 -0.80848 -0.87036 -0.0303
H 0.37382 1.59456 0.41871 0.2802
H -0.70674 0.43334 1.52432 0.3010
H 1.07394 0.27036 1.63772 0.3474
H 0.90749 -1.29040 -0.02532 0.3600
H 0.27739 0.53390 -2.23042 0.3927
H -1.92918 -1.33852 -0.70521 0.4014
```

Computed properties:
largest force on an atom	4.7	eV/A
energy above the lowest of the compared OMol25 structures with the same formula, charge and spin	54.8	kcal/mol
net charge	+1
structure (SMILES)	C[NH+]1C=C1
HOMO level	-16.8	eV
molecular weight	56.09	u
Kohn-Sham gap	12.56	eV

***

(8)
Entry from OMol25: a gas-phase ion, C3H6N (charge +1) at a distorted geometry (ωB97M-V with the def2-TZVPD basis set).

Geometry as XYZ:
```
10
Properties=species:S:1:pos:R:3:mulliken_charge:R:1
C 1.95666 0.20623 0.01673 -0.1822
N 0.81867 -0.14580 0.25688 0.0259
C -0.36312 -0.62853 0.14753 0.0796
C -1.54657 0.24275 -0.02183 -0.8012
H 2.70501 0.43764 0.78354 0.2922
H 2.23678 0.37116 -1.09543 0.2684
H -0.32371 -1.70548 0.13952 0.3889
H -2.05026 0.52557 0.92103 0.3095
H -1.11950 1.10374 -0.50727 0.3162
H -2.31397 -0.40728 -0.64069 0.3027
```

Computed properties:
largest force on an atom	3.9	eV/A
energy above the lowest of the compared OMol25 structures with the same formula, charge and spin	13.7	kcal/mol
net charge	+1
structure (SMILES)	C=[N+]=CC
HOMO level	-17.1	eV
molecular weight	56.09	u
Kohn-Sham gap	11.89	eV

***

(9)
Entry from OMol25: a gas-phase ion, C3H6N (charge +1) at a distorted geometry (ωB97M-V with the def2-TZVPD basis set).

Geometry as XYZ:
```
10
Properties=species:S:1:pos:R:3:mulliken_charge:R:1
C 2.61030 0.26303 -0.01286 -0.0953
C 1.38974 -0.22774 0.02817 -0.2855
C 0.04175 -0.72476 -0.00783 -0.4399
N -0.93992 0.42147 0.04731 -0.3604
H 3.60359 0.60316 0.00494 0.4487
H -0.14237 -1.38726 0.84276 0.3263
H -0.12296 -1.28196 -0.93451 0.3090
H -0.66540 1.13868 -0.64060 0.3745
H -0.92705 0.85301 0.98035 0.3634
H -1.89325 0.10427 -0.16324 0.3592
```

Computed properties:
largest force on an atom	10.4	eV/A
energy above the lowest of the compared OMol25 structures with the same formula, charge and spin	30.7	kcal/mol
net charge	+1
structure (SMILES)	C#CC[NH3+]
HOMO level	-14.5	eV
molecular weight	56.09	u
Kohn-Sham gap	10.37	eV

***

(10)
Entry from OMol25: 2 unconnected molecules or ions with the total composition C3H6N2 at a distorted geometry (ωB97M-V with the def2-TZVPD basis set).

Geometry as XYZ:
```
11
Properties=species:S:1:pos:R:3:mulliken_charge:R:1
C -0.56259 1.19007 -0.67677 -0.8743
C 0.38893 0.19951 -0.13601 -0.1061
N 0.62209 0.01988 1.12133 -0.3240
C -0.46132 -2.21878 -0.43377 -0.1688
N 0.40569 -2.57503 0.28015 -0.6123
H -1.26989 0.59482 -1.26698 0.2593
H -1.10719 1.73378 0.09838 0.3495
H -0.06381 1.88902 -1.35451 0.2935
H 0.95011 -0.43070 -0.81463 0.5799
H 1.00170 -0.91093 1.34761 0.3744
H 0.09629 0.50836 1.83520 0.2289
```

Computed properties:
largest force on an atom	1.2	eV/A
energy above the lowest of the compared OMol25 structures with the same formula, charge and spin	59.3	kcal/mol
HOMO level	-8.9	eV
molecular weight	70.09	u
Kohn-Sham gap	8.50	eV